1.
Entry from the Open Molecules 2025 dataset: C18H23FN6O in the gas phase in a non-equilibrium geometry (ωB97M-V/def2-TZVPD).

Last column: natural (NBO) charge in e.
Geometry (Å):
F1 3.83 -1.82 2.36  -0.33
O1 -4.34 -0.06 -0.07  -0.76
N1 -1.19 -1.00 2.13  -0.03
N2 1.35 -0.71 -0.26  -0.54
N3 -1.90 -0.93 1.07  -0.27
N4 -2.42 -0.71 -1.97  -0.57
N5 -0.11 -0.50 -2.12  -0.56
N6 0.11 -0.97 1.83  -0.18
C1 -2.70 -0.34 -3.33  -0.21
C2 2.26 -0.30 -2.43  -0.44
C3 2.93 1.03 -2.11  -0.60
C4 2.25 -0.07 2.45  -0.13
C5 1.15 -1.03 2.82  -0.24
C6 3.54 -0.52 2.19  0.48
C7 -1.22 -0.67 -1.40  0.45
C8 -1.07 -0.83 0.00  -0.05
C9 1.99 1.28 2.28  -0.17
C10 -3.77 1.87 -2.60  -0.41
C11 -4.62 2.00 -1.33  -0.42
C12 1.08 -0.53 -1.54  0.47
C13 2.98 2.15 1.87  -0.22
C14 0.25 -0.84 0.49  0.33
C15 -4.06 1.32 -0.08  -0.06
C16 4.26 1.68 1.62  -0.19
C17 4.55 0.34 1.79  -0.30
C18 -3.95 0.55 -3.37  -0.41
H1 1.54 -2.05 2.88  0.23
H2 -5.62 1.60 -1.51  0.21
H3 2.23 1.85 -2.29  0.20
H4 1.93 -0.32 -3.47  0.22
H5 -2.72 2.00 -2.33  0.20
H6 -4.78 -0.01 -2.95  0.20
H7 -4.72 3.06 -1.10  0.21
H8 5.53 -0.06 1.60  0.23
H9 -3.82 -0.48 0.63  0.51
H10 -3.23 -0.74 -1.35  0.43
H11 3.81 1.18 -2.73  0.21
H12 -4.04 2.69 -3.25  0.21
H13 2.76 3.20 1.75  0.22
H14 0.99 1.65 2.47  0.22
H15 -1.83 0.17 -3.74  0.22
H16 5.03 2.36 1.29  0.22
H17 -4.52 1.78 0.81  0.17
H18 -2.88 -1.25 -3.93  0.19
H19 0.69 -0.77 3.78  0.24
H20 -2.98 1.49 -0.02  0.16
H21 3.22 1.05 -1.06  0.22
H22 2.98 -1.11 -2.27  0.22
H23 -4.18 0.75 -4.41  0.21

Summary:
Gap between HOMO and LUMO: 9.21 eV
HOMO level: -0.3104 hartree
Spin multiplicity: 1
ΔE to the lowest compared entry with this formula, charge and spin: 0.0 kJ/mol
E: -32745.2531 eV

=====

2.
Entry from the Open Molecules 2025 dataset: C18H23N3O2S3 in the gas phase in a non-equilibrium geometry (ωB97M-V/def2-TZVPD).

Last column: natural (NBO) charge in e.
Geometry (Å):
S1 1.85 -0.27 1.01  0.23
S2 -0.69 -2.69 -3.78  0.43
S3 -1.72 -3.92 0.85  0.37
O1 1.26 -1.80 4.13  -0.58
O2 2.22 3.24 1.48  -0.62
N1 0.30 -2.49 0.11  -0.50
N2 0.15 2.38 1.32  -0.44
N3 0.11 -2.74 2.46  -0.64
C1 1.95 1.02 2.30  -0.62
C2 -0.30 3.48 0.49  -0.22
C3 1.13 -1.42 -2.47  -0.22
C4 0.40 -1.67 -4.64  -0.40
C5 -1.49 -3.59 -0.83  -0.45
C6 -0.27 -2.95 1.16  0.28
C7 0.09 -2.30 -2.28  -0.23
C8 1.30 -1.07 -3.82  -0.24
C9 -1.81 1.89 -0.71  -0.39
C10 0.50 2.41 -1.65  -0.61
C11 2.31 -1.75 1.98  -0.63
C12 -0.38 -2.82 -1.03  0.11
C13 -0.88 1.39 1.56  -0.20
C14 -1.38 0.78 0.25  -0.25
C15 1.45 2.32 1.67  0.68
C16 1.22 -2.08 2.95  0.68
C17 -2.54 -0.17 0.52  -0.60
C18 -0.71 2.95 -0.89  -0.22
H1 1.21 3.21 -1.84  0.22
H2 2.45 -2.54 1.24  0.26
H3 -3.39 0.37 0.94  0.20
H4 2.06 -0.39 -4.17  0.23
H5 -2.17 -3.97 -1.56  0.25
H6 -1.72 1.90 2.05  0.19
H7 -0.56 0.21 -0.20  0.22
H8 -2.87 -0.65 -0.40  0.22
H9 1.00 1.64 -1.07  0.21
H10 -2.07 1.46 -1.68  0.21
H11 3.23 -1.53 2.52  0.25
H12 0.52 4.19 0.41  0.25
H13 0.30 -1.58 -5.71  0.24
H14 -0.52 0.61 2.22  0.21
H15 2.99 1.16 2.58  0.25
H16 -2.70 2.37 -0.31  0.20
H17 -1.15 3.97 0.98  0.19
H18 -1.13 3.79 -1.46  0.21
H19 1.37 0.71 3.17  0.24
H20 -2.25 -0.94 1.23  0.20
H21 0.19 1.98 -2.60  0.21
H22 1.72 -1.05 -1.66  0.24
H23 -0.56 -3.01 3.17  0.42

Summary:
Gap between HOMO and LUMO: 8.38 eV
HOMO level: -0.3008 hartree
Spin multiplicity: 1
ΔE to the lowest compared entry with this formula, charge and spin: 2.5 kJ/mol
E: -60111.7587 eV

=====

3.
Entry from the Open Molecules 2025 dataset: C18H23N3O4S2 in the gas phase in a non-equilibrium geometry (ωB97M-V/def2-TZVPD).

Last column: natural (NBO) charge in e.
Geometry (Å):
S1 -1.26 2.84 0.15  2.19
S2 -3.64 1.27 0.60  0.74
O1 -2.05 -3.36 1.18  -0.47
O2 -0.67 3.65 -0.84  -0.89
O3 3.01 1.51 2.25  -0.65
O4 -1.94 3.70 1.44  -0.95
N1 2.20 -0.99 -1.14  -0.45
N2 -0.02 1.90 0.95  -0.65
N3 2.79 1.25 0.07  -0.41
C1 -1.31 -1.70 -0.33  -0.26
C2 2.14 1.35 -1.44  -0.24
C3 -2.49 1.77 -0.21  -0.75
C4 2.27 -0.20 -2.11  -0.16
C5 4.01 0.43 0.17  -0.18
C6 1.06 -1.74 -0.31  0.15
C7 0.13 -3.49 0.75  -0.27
C8 1.30 2.76 1.05  -0.29
C9 -3.65 0.56 -1.88  -0.25
C10 -1.10 -2.84 0.59  0.34
C11 -2.59 1.52 -1.93  -0.14
C12 -0.45 1.03 1.85  -0.46
C13 1.18 -2.83 0.41  -0.25
C14 -0.14 -1.11 -0.89  -0.24
C15 3.42 -0.92 -0.16  -0.21
C16 -3.46 -2.97 1.05  -0.23
C17 -4.40 0.14 -0.72  -0.44
C18 2.48 1.61 1.18  0.67
H1 -3.76 -1.87 1.36  0.18
H2 2.51 2.19 -2.02  0.20
H3 0.32 -4.32 1.58  0.23
H4 4.56 0.67 -0.90  0.15
H5 4.55 0.57 0.86  0.19
H6 -0.32 -0.07 -1.38  0.24
H7 -0.90 1.72 2.74  0.18
H8 -3.61 -3.03 -0.10  0.18
H9 3.20 -1.39 0.97  0.22
H10 -3.99 0.09 -2.75  0.23
H11 -4.15 -3.52 1.42  0.19
H12 1.31 3.61 0.37  0.24
H13 4.39 -1.72 -0.59  0.17
H14 1.07 1.50 -1.10  0.21
H15 1.15 3.15 1.91  0.19
H16 -2.18 -1.37 -0.52  0.18
H17 2.28 -3.30 0.61  0.24
H18 -5.38 -0.29 -0.46  0.26
H19 0.43 0.47 2.41  0.24
H20 -1.91 1.78 -2.52  0.19
H21 1.56 -0.23 -2.68  0.19
H22 -1.12 0.21 1.63  0.22
H23 3.18 0.01 -2.56  0.19

Summary:
Gap between HOMO and LUMO: 6.41 eV
HOMO level: -0.2730 hartree
Spin multiplicity: 1
ΔE to the lowest compared entry with this formula, charge and spin: 2204.3 kJ/mol
E: -53349.7357 eV

=====

4.
Entry from the Open Molecules 2025 dataset: a 2-piece molecular cluster, C18H23N5 overall in a non-equilibrium geometry (ωB97M-V/def2-TZVPD).

Last column: natural (NBO) charge in e.
Geometry (Å):
N1 -3.58 1.16 -2.18  -0.31
N2 2.16 2.41 -1.89  -0.44
N3 4.61 2.09 -2.60  -0.40
N4 -0.67 2.77 -4.88  -0.32
N5 -1.82 0.26 3.72  -0.48
C1 -1.77 -0.07 1.31  -0.26
C2 2.47 3.15 -3.19  -0.27
C3 -1.33 0.30 0.05  -0.10
C4 -0.15 2.18 1.04  -0.17
C5 -2.46 1.49 -2.29  0.27
C6 -0.56 1.49 -0.12  -0.16
C7 -1.37 0.64 2.46  0.21
C8 -0.53 1.77 2.31  -0.23
C9 4.54 2.76 -1.27  -0.26
C10 2.48 0.94 -2.08  -0.27
C11 -1.10 1.92 -2.46  -0.35
C12 -0.22 2.03 -1.42  -0.03
C13 3.10 2.95 -0.84  -0.26
C14 -3.22 0.18 4.07  -0.40
C15 -0.85 2.39 -3.79  0.30
C16 -0.92 -0.38 4.67  -0.39
C17 3.91 2.93 -3.60  -0.26
C18 3.92 0.77 -2.50  -0.26
H1 -0.27 2.33 3.20  0.22
H2 -1.25 -1.41 4.86  0.18
H3 1.75 2.80 -3.94  0.23
H4 -2.45 -0.93 1.45  0.22
H5 3.97 2.43 -4.57  0.21
H6 -3.84 0.68 3.32  0.22
H7 -3.54 -0.87 4.18  0.18
H8 5.05 3.73 -1.36  0.20
H9 2.87 4.01 -0.71  0.20
H10 -0.94 0.15 5.63  0.18
H11 -1.58 -0.31 -0.82  0.22
H12 2.29 0.46 -1.11  0.21
H13 4.44 3.90 -3.65  0.20
H14 0.42 3.11 0.93  0.21
H15 0.10 -0.39 4.26  0.21
H16 3.97 0.29 -3.49  0.21
H17 2.88 2.40 0.09  0.21
H18 2.29 4.21 -2.99  0.20
H19 0.74 2.63 -1.50  0.31
H20 4.47 0.17 -1.76  0.20
H21 -3.37 0.68 5.05  0.19
H22 1.78 0.54 -2.82  0.21
H23 5.08 2.14 -0.55  0.20

Summary:
Gap between HOMO and LUMO: 7.51 eV
HOMO level: -0.2935 hartree
Spin multiplicity: 1
ΔE to the lowest compared entry with this formula, charge and spin: 282.7 kJ/mol
E: -26485.9923 eV

=====

5.
Entry from the Open Molecules 2025 dataset: C18H23N5O5S in the gas phase in a non-equilibrium geometry (ωB97M-V/def2-TZVPD).

Last column: natural (NBO) charge in e.
Geometry (Å):
S1 -5.09 0.01 -0.63  2.35
O1 -0.78 0.18 1.74  -0.65
O2 -6.17 0.49 0.17  -0.92
O3 -5.24 -0.04 -2.06  -0.96
O4 6.32 -1.38 -1.05  -0.36
O5 4.96 1.00 -1.87  -0.60
N1 3.16 0.17 -0.80  -0.43
N2 0.97 1.10 0.70  -0.45
N3 -4.03 -3.62 0.68  -0.45
N4 -4.57 -2.57 -1.18  -0.50
N5 -3.76 0.94 -0.30  -0.67
C1 2.47 -0.73 0.09  -0.23
C2 -2.52 2.33 1.26  -0.38
C3 1.85 0.07 1.24  -0.24
C4 2.29 1.20 -1.34  -0.23
C5 -3.49 1.16 1.10  -0.26
C6 -1.24 2.14 0.43  -0.31
C7 -4.67 -1.65 -0.17  -0.27
C8 7.07 -2.07 -0.19  0.11
C9 1.66 1.99 -0.19  -0.22
C10 -4.20 -3.74 -0.61  0.18
C11 5.52 -1.03 0.99  -0.28
C12 -1.63 1.81 -1.02  -0.39
C13 5.36 -0.75 -0.34  0.16
C14 -2.58 0.62 -1.06  -0.25
C15 -0.35 1.05 1.01  0.70
C16 6.63 -1.89 1.09  -0.32
C17 -4.32 -2.33 0.98  -0.05
C18 4.49 0.21 -1.07  0.64
H1 1.66 -1.22 -0.48  0.20
H2 -0.75 1.59 -1.63  0.21
H3 -3.05 0.26 1.56  0.22
H4 1.51 0.72 -1.94  0.19
H5 -4.80 -2.35 -2.14  0.45
H6 3.14 -1.49 0.46  0.24
H7 -2.90 0.41 -2.09  0.24
H8 4.93 -0.64 1.81  0.23
H9 -2.27 2.44 2.31  0.23
H10 -0.70 3.09 0.45  0.22
H11 -2.14 2.67 -1.46  0.22
H12 2.46 2.49 0.37  0.20
H13 -2.08 -0.27 -0.65  0.19
H14 7.87 -2.66 -0.60  0.21
H15 2.90 1.85 -1.97  0.26
H16 -3.02 3.24 0.92  0.21
H17 -4.05 -4.65 -1.16  0.20
H18 7.03 -2.32 1.98  0.23
H19 -4.27 -1.96 1.98  0.22
H20 2.64 0.55 1.82  0.19
H21 1.00 2.75 -0.59  0.22
H22 -4.44 1.38 1.58  0.24
H23 1.25 -0.58 1.88  0.26

Summary:
Gap between HOMO and LUMO: 9.65 eV
HOMO level: -0.3365 hartree
Spin multiplicity: 1
ΔE to the lowest compared entry with this formula, charge and spin: 78.2 kJ/mol
E: -47562.3604 eV

=====

6.
Entry from the Open Molecules 2025 dataset: C18H23N5OS in the gas phase in a non-equilibrium geometry (ωB97M-V/def2-TZVPD).

Last column: natural (NBO) charge in e.
Geometry (Å):
S1 -4.37 1.77 -4.19  0.44
O1 -0.28 0.16 -3.36  -0.63
N1 2.15 -3.32 -0.98  -0.05
N2 0.92 -3.51 -1.53  -0.18
N3 -1.98 -5.32 -1.49  -0.28
N4 -0.49 0.58 -1.15  -0.63
N5 2.24 -2.09 -0.59  -0.26
C1 1.46 2.15 2.55  -0.40
C2 0.49 -4.69 -2.27  -0.31
C3 0.84 0.12 -0.73  0.09
C4 -0.02 0.24 3.16  -0.41
C5 -3.32 1.52 -1.81  -0.24
C6 0.89 1.88 1.15  -0.40
C7 -2.30 1.10 -2.76  -0.20
C8 0.13 -0.40 1.78  -0.39
C9 1.08 -1.40 -0.92  0.15
C10 0.24 -2.32 -1.46  -0.10
C11 1.91 0.81 -1.52  -0.62
C12 -4.47 1.93 -2.43  -0.39
C13 -0.88 -5.07 -1.85  0.26
C14 -0.94 0.63 -2.45  0.66
C15 -2.74 1.22 -4.03  -0.34
C16 1.21 1.00 3.59  -0.22
C17 1.07 0.41 0.80  -0.20
C18 0.99 1.62 5.01  -0.60
H1 -0.13 2.20 1.08  0.19
H2 -3.16 1.55 -0.75  0.21
H3 -0.86 -0.49 1.29  0.19
H4 2.86 0.94 -1.01  0.22
H5 -0.03 2.00 5.09  0.20
H6 1.55 1.83 -1.73  0.21
H7 1.46 2.55 0.44  0.22
H8 -1.12 0.92 -0.43  0.40
H9 1.16 0.88 5.79  0.21
H10 2.50 2.27 2.43  0.20
H11 1.69 2.45 5.18  0.21
H12 -5.36 2.20 -1.88  0.24
H13 2.10 0.10 1.01  0.23
H14 -0.76 -2.11 -1.77  0.24
H15 -2.10 0.92 -4.87  0.27
H16 -0.90 0.91 3.14  0.19
H17 -0.20 -0.57 3.87  0.21
H18 0.56 -4.51 -3.33  0.25
H19 2.10 0.37 -2.47  0.24
H20 1.04 3.09 2.88  0.20
H21 2.10 0.36 3.65  0.20
H22 0.49 -1.40 1.90  0.21
H23 1.18 -5.53 -2.05  0.27

Summary:
Gap between HOMO and LUMO: 9.97 eV
HOMO level: -0.3460 hartree
Spin multiplicity: 1
ΔE to the lowest compared entry with this formula, charge and spin: 212.2 kJ/mol
E: -39371.1246 eV

=====

7.
Entry from the Open Molecules 2025 dataset: C18H23NO in the gas phase in a non-equilibrium geometry (ωB97M-V/def2-TZVPD).

Last column: natural (NBO) charge in e.
Geometry (Å):
O1 -0.50 2.76 -0.05  -0.54
N1 -1.21 -0.35 0.81  -0.46
C1 2.84 -0.07 -2.53  -0.10
C2 2.03 0.22 -0.22  -0.15
C3 -1.91 -2.58 0.86  -0.41
C4 -1.77 1.28 3.56  -0.41
C5 3.77 -0.71 -3.48  -0.06
C6 -0.59 0.92 1.34  -0.11
C7 0.05 1.68 0.10  0.57
C8 1.77 0.62 -3.01  -0.19
C9 1.00 1.39 -2.18  -0.15
C10 4.44 -1.36 -4.29  0.04
C11 -2.96 -1.68 0.23  -0.41
C12 5.46 -1.82 -5.32  -0.66
C13 -2.94 2.11 4.19  -0.61
C14 -1.02 -1.61 1.55  -0.21
C15 3.06 -0.31 -1.14  -0.18
C16 1.04 1.06 -0.77  -0.16
C17 -1.54 1.87 2.16  -0.40
C18 -2.38 -0.33 0.01  -0.20
H1 0.19 2.07 -2.55  0.24
H2 1.66 0.79 -4.07  0.22
H3 -3.00 2.06 5.27  0.21
H4 -3.78 -1.67 0.94  0.20
H5 -2.86 3.22 4.07  0.20
H6 -1.25 -1.63 2.59  0.17
H7 0.01 -1.93 1.56  0.19
H8 6.25 -1.14 -5.30  0.23
H9 -1.57 -3.12 -0.01  0.21
H10 4.98 -1.69 -6.31  0.23
H11 1.94 -0.09 0.81  0.22
H12 -2.35 -3.35 1.58  0.21
H13 5.77 -2.82 -5.26  0.23
H14 -2.47 2.13 1.66  0.21
H15 -2.09 -0.09 -1.03  0.16
H16 -3.24 -1.97 -0.77  0.21
H17 -2.17 0.23 3.36  0.20
H18 -3.91 1.80 3.72  0.21
H19 -3.00 0.45 0.26  0.18
H20 0.11 0.58 2.09  0.20
H21 -0.83 1.33 4.09  0.20
H22 3.86 -1.01 -0.82  0.23
H23 -0.91 2.76 2.31  0.21

Summary:
Gap between HOMO and LUMO: 7.95 eV
HOMO level: -0.2881 hartree
Spin multiplicity: 1
ΔE to the lowest compared entry with this formula, charge and spin: 436.5 kJ/mol
E: -22572.8593 eV

=====

8.
Entry from the Open Molecules 2025 dataset: C18H24As2InO5 as an isolated structure in a non-equilibrium geometry (ωB97M-V/def2-TZVPD).

Last column: natural (NBO) charge in e.
Geometry (Å):
In1 0.77 0.30 0.82  1.70
As1 -0.73 -2.47 0.56  0.95
As2 -2.54 0.45 0.74  0.88
O1 2.44 -0.75 -0.02  -0.86
O2 3.01 2.01 1.60  -0.56
O3 1.16 3.63 -1.90  -0.55
O4 0.64 2.01 -0.47  -0.90
O5 2.76 -0.26 -2.19  -0.55
C1 -2.58 -2.37 0.03  -0.39
C2 3.08 3.25 0.81  0.08
C3 -4.70 -1.19 -0.37  -0.24
C4 -4.20 1.35 1.44  -0.86
C5 5.22 2.38 1.08  -0.45
C6 -2.35 1.26 -1.00  -0.95
C7 -0.03 -2.84 -1.24  -0.95
C8 -5.22 -2.39 -0.80  -0.16
C9 4.47 3.72 1.00  -0.44
C10 4.15 1.29 0.93  0.08
C11 1.51 2.77 -1.08  0.78
C12 -0.56 -4.29 1.32  -0.90
C13 -3.44 -1.23 0.12  -0.27
C14 -4.57 -3.59 -0.54  -0.18
C15 3.71 1.26 -0.55  -0.37
C16 2.95 2.70 -0.64  -0.32
C17 -3.18 -3.61 -0.32  -0.20
C18 2.89 0.03 -1.00  0.76
H1 -4.69 0.47 1.85  0.24
H2 -4.74 1.75 0.60  0.24
H3 2.28 3.97 1.06  0.23
H4 -5.10 -4.52 -0.60  0.23
H5 4.59 1.46 -1.21  0.27
H6 -2.52 0.39 -1.66  0.24
H7 -2.52 -4.39 -0.73  0.23
H8 -1.41 1.73 -1.05  0.27
H9 4.29 0.40 1.51  0.23
H10 -6.24 -2.37 -1.22  0.24
H11 4.64 4.30 1.96  0.24
H12 6.02 2.50 0.28  0.24
H13 -1.38 -5.00 1.08  0.26
H14 -5.29 -0.33 -0.52  0.23
H15 4.63 4.46 0.17  0.23
H16 -3.17 1.96 -1.19  0.24
H17 1.11 -2.91 -1.28  0.28
H18 3.59 3.31 -1.32  0.25
H19 0.32 -4.72 0.88  0.25
H20 -3.63 2.01 2.14  0.25
H21 -0.44 -4.20 2.40  0.25
H22 5.75 2.23 2.05  0.24
H23 -0.26 -2.05 -1.93  0.25
H24 -0.46 -3.84 -1.57  0.24

Summary:
Gap between HOMO and LUMO (alpha / beta): 5.58 / 5.58 eV
HOMO level (alpha / beta): -0.4497 / -0.4496 hartree
Spin multiplicity: 1
ΔE to the lowest compared entry with this formula, charge and spin: 0.0 kJ/mol
E: -156133.6637 eV
Net charge: +1

=====

9.
Entry from the Open Molecules 2025 dataset: C18H24AsCrN4O6S4SiTe as an isolated structure (ωB97M-V/def2-TZVPD).

Last column: Löwdin spin population.
Geometry (Å):
Te1 1.27 3.06 -1.89  -0.01
As1 -1.95 2.38 -3.80  0.00
Cr1 -0.24 0.78 -1.68  1.02
S1 -0.98 4.22 -4.27  0.00
S2 -2.11 2.15 -1.59  0.04
S3 -0.44 0.72 -3.94  -0.03
S4 -3.74 1.95 -4.84  -0.01
Si1 -2.47 -1.57 -0.36  0.00
O1 0.20 0.89 0.32  0.00
O2 0.22 -2.30 5.70  0.00
O3 -0.61 3.80 5.77  0.00
O4 -0.67 2.16 7.17  0.00
O5 0.55 2.99 1.06  0.00
O6 0.84 -2.66 3.66  0.00
N1 -0.57 2.62 6.04  0.00
N2 0.43 -1.95 4.55  0.00
N3 -1.11 -1.02 -1.26  -0.01
N4 1.04 -0.96 -1.87  0.00
C1 0.31 1.80 1.19  0.00
C2 -3.18 -0.22 0.69  0.00
C3 3.30 -0.53 -2.61  0.00
C4 0.03 -3.14 -1.85  0.00
C5 3.01 2.57 -0.70  0.00
C6 -0.11 2.16 3.66  0.00
C7 0.33 -0.08 2.91  0.00
C8 -3.82 -2.21 -1.49  0.00
C9 -1.97 -2.97 0.80  0.00
C10 2.39 2.93 -3.68  0.00
C11 2.18 -1.48 -2.32  0.00
C12 -0.09 0.34 5.27  0.00
C13 2.32 -2.85 -2.52  0.00
C14 -0.05 -1.74 -1.63  0.00
C15 0.17 1.27 2.63  0.00
C16 1.22 -3.67 -2.27  0.00
C17 -0.25 1.67 4.94  0.00
C18 0.21 -0.51 4.22  0.00
H1 3.23 3.42 -0.06  0.00
H2 -4.09 -1.41 -2.18  0.00
H3 -0.20 -0.02 6.28  0.00
H4 2.99 0.48 -2.36  0.00
H5 3.26 -3.25 -2.87  0.00
H6 3.85 2.37 -1.36  0.00
H7 4.18 -0.79 -2.03  0.00
H8 -2.41 0.25 1.31  0.00
H9 2.81 1.70 -0.08  0.00
H10 -3.49 -3.07 -2.08  0.00
H11 -3.62 0.56 0.07  0.00
H12 -2.72 -3.11 1.57  0.00
H13 3.57 -0.57 -3.67  0.00
H14 -4.71 -2.51 -0.93  0.00
H15 -0.84 -3.76 -1.70  0.00
H16 -1.84 -3.93 0.29  0.00
H17 0.54 -0.77 2.11  0.00
H18 -0.21 3.21 3.43  0.00
H19 -3.95 -0.64 1.34  0.00
H20 3.19 3.66 -3.63  0.00
H21 1.30 -4.74 -2.44  0.00
H22 -1.02 -2.74 1.29  0.00
H23 2.78 1.92 -3.81  0.00
H24 1.68 3.17 -4.47  0.00

Summary:
Gap between HOMO and LUMO (alpha / beta): 4.54 / 4.56 eV
HOMO level (alpha / beta): -0.0614 / -0.0619 hartree
Spin multiplicity: 2
ΔE to the lowest compared entry with this formula, charge and spin: 13.6 kJ/mol
E: -185074.6997 eV
Net charge: -2